119
Properties=species:S:1:pos:R:3:mulliken_charge:R:1 method="wB97M-V/def2-TZVPD" e_homo_ev=-3.4 charge=-1 energy_ha=-2096.01551 spin_multiplicity=1 e_above_lowest_kcal_mol=0.0 homo_lumo_gap_ev=5.72 e_lumo_ev=2.342
C -0.268 1.192 -0.543 -0.382
C 0.465 -0.111 -0.213 3.102
C -0.454 -1.304 -0.515 0.155
O 1.662 -0.215 -0.849 -1.011
H 0.359 2.074 -0.404 -0.143
H -1.171 1.322 0.076 -0.844
H -0.551 1.171 -1.602 0.498
H 0.617 -0.124 0.903 -1.095
H -0.458 -1.548 -1.584 0.424
H -1.522 -1.116 -0.303 -0.833
H -0.129 -2.220 -0.013 -1.082
C 1.956 6.257 -4.324 -1.215
C 2.029 6.696 -2.856 -0.329
C 3.016 5.887 -2.010 -0.347
C 2.612 4.478 -1.940 0.255
N 2.326 3.372 -1.854 -0.374
H 1.116 6.730 -4.827 0.326
H 1.894 5.175 -4.452 0.351
H 2.900 6.509 -4.821 0.310
H 1.033 6.542 -2.435 0.173
H 2.263 7.759 -2.802 0.391
H 2.993 6.355 -1.026 0.204
H 4.026 5.956 -2.417 0.312
C 4.544 1.949 2.809 -1.699
C 3.041 1.705 2.652 0.805
C 2.411 2.489 1.503 1.312
C 2.805 3.896 1.441 -0.095
N 3.115 4.996 1.322 -0.638
H 4.756 2.941 3.205 0.436
H 5.016 1.782 1.837 0.341
H 4.987 1.228 3.499 0.432
H 2.575 1.966 3.607 0.315
H 2.843 0.651 2.456 -0.663
H 1.323 2.431 1.576 -0.809
H 2.596 2.046 0.515 0.225
C -0.892 2.038 3.178 -0.974
C -0.752 0.596 3.625 0.427
C -1.879 -0.340 3.131 1.814
C -3.152 0.139 3.700 0.076
N -4.135 0.552 4.117 -0.638
H -0.092 2.608 3.646 0.401
H -1.857 2.462 3.472 0.539
H -0.907 2.140 2.092 -0.233
H -0.691 0.494 4.711 0.465
H 0.190 0.141 3.309 -0.605
H -1.681 -1.341 3.504 -0.366
H -2.016 -0.406 2.051 -0.916
C 0.505 -6.157 -3.299 -1.079
C 1.649 -5.854 -2.330 -0.945
C 1.500 -4.628 -1.449 0.370
C 0.355 -4.752 -0.541 0.321
N -0.625 -4.811 0.050 -0.628
H -0.455 -6.134 -2.779 0.247
H 0.625 -7.148 -3.733 0.407
H 0.470 -5.407 -4.090 0.259
H 2.584 -5.829 -2.893 0.450
H 1.777 -6.709 -1.657 0.345
H 1.343 -3.715 -2.039 0.337
H 2.397 -4.379 -0.879 0.054
C -2.130 -3.730 -3.532 -1.152
C -3.118 -2.638 -3.846 0.015
C -2.898 -1.868 -5.155 -0.586
C -1.844 -0.840 -5.071 0.231
N -1.028 -0.038 -5.007 -0.453
H -1.146 -3.339 -3.260 0.210
H -1.982 -4.450 -4.344 0.433
H -2.460 -4.353 -2.697 0.394
H -3.215 -1.960 -2.998 -0.240
H -4.128 -3.048 -3.956 0.375
H -3.859 -1.427 -5.426 0.352
H -2.638 -2.464 -6.033 0.379
C 1.971 -5.148 2.810 -1.020
C 0.626 -4.677 3.331 -1.062
C 0.326 -3.207 3.083 1.425
C 1.388 -2.333 3.584 0.387
N 2.231 -1.658 3.976 -0.599
H 2.023 -6.234 2.839 0.389
H 2.759 -4.675 3.401 0.394
H 2.160 -4.815 1.786 0.049
H 0.549 -4.828 4.413 0.462
H -0.180 -5.269 2.893 0.477
H -0.605 -2.958 3.589 0.107
H 0.175 -3.007 2.018 -0.733
C -6.647 -0.025 0.768 -1.329
C -5.387 0.821 0.736 -0.487
C -4.190 0.086 0.126 0.913
C -4.254 -0.123 -1.327 0.200
N -4.322 -0.236 -2.469 -0.598
H -6.731 -0.556 -0.185 0.290
H -7.547 0.580 0.875 0.388
H -6.619 -0.752 1.581 0.308
H -5.073 1.061 1.754 0.320
H -5.570 1.761 0.214 0.211
H -3.897 -0.798 0.687 0.798
H -3.332 0.771 0.152 -0.948
C -3.159 3.577 -1.157 -0.890
C -3.314 4.402 0.107 0.035
C -3.516 5.900 -0.175 -0.728
C -2.398 6.499 -0.911 0.289
N -1.518 6.950 -1.493 -0.444
H -3.184 2.509 -0.958 -0.198
H -2.267 3.758 -1.757 0.435
H -3.995 3.851 -1.812 0.413
H -2.397 4.323 0.701 0.098
H -4.145 4.060 0.723 0.238
H -3.651 6.423 0.772 0.356
H -4.404 6.040 -0.797 0.320
C 5.842 -1.813 2.321 -1.249
C 4.691 -2.706 1.891 0.039
C 3.786 -2.004 0.872 3.007
C 4.461 -1.480 -0.305 0.022
N 4.996 -1.068 -1.233 -0.677
H 5.511 -0.774 2.352 0.092
H 6.706 -1.893 1.663 0.338
H 6.200 -2.114 3.310 0.418
H 4.044 -3.020 2.707 -0.038
H 5.112 -3.629 1.475 0.426
H 3.208 -1.226 1.375 -1.384
H 2.991 -2.664 0.510 -1.154



21
Properties=species:S:1:pos:R:3:mulliken_charge:R:1 method="wB97M-V/def2-TZVPD" e_homo_ev=-8.8 energy_ha=-383.14038 spin_multiplicity=1 e_above_lowest_kcal_mol=177.5 homo_lumo_gap_ev=9.85 e_lumo_ev=1.064
C -1.782 -1.504 -0.415 -1.009
C -0.508 -2.180 -1.219 -0.618
C -0.291 -1.053 -0.277 0.827
C 0.661 0.037 1.804 -0.807
C 0.147 0.921 0.794 0.654
C 0.676 2.299 0.007 -0.588
C 0.205 0.397 -0.603 -0.733
H -2.138 -0.758 -1.013 0.396
H -2.191 -2.250 0.394 0.270
H 0.033 -3.197 -1.063 0.272
H -0.554 -1.934 -2.408 0.209
H 1.423 -1.594 0.550 0.355
H 0.495 0.230 2.845 0.332
H 1.735 0.072 1.731 0.340
H -0.919 1.317 1.187 0.092
H 1.709 2.628 0.351 0.197
H 0.108 3.274 0.183 0.283
H -0.663 2.464 -1.675 0.301
H 1.163 0.312 -0.843 0.296
N 0.389 -1.290 0.976 -0.523
N 0.303 1.809 -1.307 -0.546